Record 1
A 9-piece molecular cluster, C21H62NO9S8 overall in a non-equilibrium geometry, computed with ωB97M-V/def2-TZVPD.

Calculated values
Multiplicity   1
Largest force on an atom   9.9 eV Å⁻¹
Orbital gap   8.45 eV
Energy   -129359.5099 eV
Net charge   +1
ΔE to the lowest compared entry with this formula, charge and spin   0.000 eV
LUMO energy   -1.6 eV

CARTESIAN COORDINATES (ANGSTROEM)
C1 13.608 47.642 50.843
N1 12.363 48.367 51.313
C2 11.248 47.448 51.156
C3 12.388 48.652 52.732
C4 12.124 49.518 50.384
C5 13.151 50.621 50.663
O1 12.389 51.865 50.301
H1 13.667 47.388 49.743
H2 13.750 46.691 51.216
H3 14.540 48.441 51.191
H4 11.349 46.794 50.376
H5 10.181 47.943 51.019
H6 11.256 46.662 51.893
H7 12.487 47.811 53.393
H8 11.503 49.187 52.934
H9 13.295 49.284 52.855
H10 11.248 49.890 50.724
H11 12.054 49.322 49.306
H12 13.857 50.573 49.939
H13 13.569 50.795 51.773
H14 12.944 52.617 50.540
C6 12.986 53.506 44.717
S1 12.087 53.474 46.240
O2 11.884 52.042 46.637
C7 13.391 54.248 47.158
H15 13.935 52.998 44.927
H16 13.086 54.593 44.397
H17 12.521 52.936 43.950
H18 14.381 53.838 46.893
H19 13.253 54.321 48.223
H20 13.313 55.129 46.912
C8 17.338 54.321 52.788
S2 16.762 53.224 51.421
O3 16.000 52.087 52.057
C9 15.625 54.403 50.856
H21 17.912 53.615 53.256
H22 16.449 54.708 53.427
H23 17.849 55.281 52.659
H24 15.989 55.361 50.385
H25 14.747 54.482 51.646
H26 15.048 54.000 50.053
C10 11.562 45.370 46.331
S3 12.863 45.121 47.540
O4 12.157 44.877 48.828
C11 13.209 43.502 47.097
H27 11.127 46.416 46.246
H28 10.818 44.678 46.409
H29 12.103 45.161 45.444
H30 12.333 42.899 47.009
H31 13.873 42.970 47.807
H32 13.762 43.190 46.252
C12 18.096 48.327 52.515
S4 17.167 48.468 53.988
O5 15.952 47.556 53.675
C13 18.154 47.304 54.819
H33 19.064 48.788 52.528
H34 17.614 49.038 51.613
H35 18.133 47.276 52.318
H36 18.825 47.951 55.448
H37 18.363 46.337 54.362
H38 17.421 46.843 55.445
C14 16.159 42.663 50.060
S5 14.843 43.536 50.939
O6 14.131 42.518 51.889
C15 16.002 44.594 51.985
H39 15.790 42.070 49.160
H40 16.808 42.051 50.611
H41 16.678 43.406 49.269
H42 16.605 44.033 52.576
H43 15.211 45.296 52.397
H44 16.703 45.106 51.353
C16 11.433 44.179 54.057
S6 11.577 44.868 55.686
O7 11.368 46.409 55.458
C17 10.236 44.113 56.507
H45 10.539 44.613 53.575
H46 11.365 43.150 54.106
H47 12.338 44.396 53.381
H48 10.431 44.453 57.677
H49 10.512 43.134 56.392
H50 9.193 44.367 55.952
C18 14.455 49.028 44.929
S7 14.219 49.441 46.664
O8 14.566 48.274 47.488
C19 15.620 50.455 46.957
H51 13.848 48.116 44.811
H52 15.584 48.506 44.722
H53 14.508 49.906 44.234
H54 15.861 50.510 47.951
H55 15.533 51.460 46.373
H56 16.604 49.970 46.512
C20 7.610 46.636 48.599
S8 8.743 45.395 49.176
O9 8.895 45.550 50.688
C21 7.747 43.967 48.922
H57 8.004 47.613 48.640
H58 6.764 46.539 49.038
H59 7.327 46.518 47.557
H60 8.130 42.988 49.117
H61 7.510 43.863 47.775
H62 6.750 44.005 49.116



Record 2
A 7-piece molecular cluster, C21H63O28P7 overall in a non-equilibrium geometry, computed with ωB97M-V/def2-TZVPD.

Calculated values
Multiplicity   1
Largest force on an atom   2.7 eV Å⁻¹
Orbital gap   11.05 eV
Energy   -145164.5200 eV
ΔE to the lowest compared entry with this formula, charge and spin   2.765 eV
LUMO energy   0.5 eV
SMILES string   COP(=O)(OC)OC.COP(=O)(OC)OC.COP(=O)(OC)OC.COP(=O)(OC)OC.COP(=O)(OC)OC.COP(=O)(OC)OC.COP(=O)(OC)OC

CARTESIAN COORDINATES (ANGSTROEM)
C1 1.425 7.381 0.436
O1 1.018 6.102 -0.073
P1 2.061 5.247 -0.943
O2 3.419 4.997 -0.414
O3 1.123 3.968 -1.128
C2 1.412 2.818 -0.313
O4 2.009 5.970 -2.347
C3 2.713 5.374 -3.472
H1 2.419 7.706 0.128
H2 1.364 7.368 1.523
H3 0.714 8.101 0.029
H4 1.823 3.051 0.672
H5 2.242 2.307 -0.802
H6 0.519 2.219 -0.171
H7 2.912 4.341 -3.204
H8 3.637 5.942 -3.578
H9 2.151 5.524 -4.388
C4 -1.772 -2.434 -7.381
O5 -2.408 -2.858 -6.176
P2 -1.879 -2.336 -4.754
O6 -0.416 -2.372 -4.669
O7 -2.646 -3.218 -3.688
C5 -3.443 -4.359 -4.012
O8 -2.615 -0.903 -4.611
C6 -2.467 -0.073 -3.462
H10 -2.459 -1.756 -7.898
H11 -1.634 -3.271 -8.060
H12 -0.877 -1.856 -7.154
H13 -4.104 -4.435 -3.147
H14 -2.899 -5.297 -4.117
H15 -4.051 -4.186 -4.898
H16 -2.087 0.909 -3.756
H17 -1.834 -0.579 -2.737
H18 -3.439 0.259 -3.085
C7 -1.808 4.122 4.057
O9 -1.275 2.857 3.657
P3 0.069 2.264 4.372
O10 0.265 2.597 5.788
O11 1.245 2.790 3.363
C8 1.237 4.157 3.000
O12 0.087 0.727 4.047
C9 -1.075 -0.102 4.029
H19 -1.623 4.749 3.181
H20 -1.320 4.575 4.919
H21 -2.884 4.095 4.219
H22 0.510 4.437 2.239
H23 2.247 4.484 2.757
H24 1.019 4.785 3.875
H25 -0.778 -1.031 4.519
H26 -1.320 -0.452 3.023
H27 -1.955 0.354 4.475
C10 4.997 -1.888 6.231
O13 3.826 -2.593 6.657
P4 3.462 -4.018 6.018
O14 4.537 -5.014 6.078
O15 2.157 -4.503 6.804
C11 0.935 -3.779 6.676
O16 2.952 -3.667 4.527
C12 3.727 -4.117 3.412
H28 5.112 -1.086 6.964
H29 4.955 -1.645 5.175
H30 5.842 -2.482 6.605
H31 1.029 -3.154 5.786
H32 0.771 -3.132 7.541
H33 0.027 -4.375 6.608
H34 3.264 -5.017 3.018
H35 4.787 -4.285 3.619
H36 3.820 -3.259 2.741
C13 -0.932 5.287 -6.174
O17 0.097 4.324 -6.415
P5 -0.248 2.733 -6.407
O18 0.895 1.924 -6.836
O19 -0.610 2.457 -4.853
C14 0.223 3.005 -3.812
O20 -1.612 2.580 -7.227
C15 -2.390 1.470 -6.854
H37 -0.930 5.998 -7.002
H38 -0.655 5.850 -5.281
H39 -1.918 4.831 -6.105
H40 1.177 3.174 -4.307
H41 0.272 2.278 -3.006
H42 -0.231 3.930 -3.456
H43 -3.466 1.636 -6.987
H44 -2.353 1.211 -5.798
H45 -2.230 0.551 -7.424
C16 -3.668 -1.912 2.921
O21 -3.297 -2.968 3.836
P6 -2.352 -4.163 3.323
O22 -2.784 -4.819 2.058
O23 -0.927 -3.429 3.197
C17 -0.057 -3.889 2.121
O24 -2.152 -5.056 4.612
C18 -1.229 -6.145 4.555
H46 -3.396 -1.017 3.481
H47 -4.740 -1.977 2.762
H48 -3.089 -1.934 1.999
H49 0.881 -3.343 2.093
H50 -0.615 -3.643 1.226
H51 0.121 -4.958 2.188
H52 -1.736 -7.014 4.965
H53 -0.349 -5.952 5.170
H54 -0.866 -6.287 3.539
C19 1.519 -0.617 1.437
O25 1.147 -0.359 0.087
P7 -0.295 -0.600 -0.582
O26 -1.459 0.024 0.074
O27 -0.120 -0.249 -2.104
C20 1.008 -0.778 -2.835
O28 -0.406 -2.210 -0.518
C21 -1.262 -2.948 -1.376
H55 0.616 -0.639 2.042
H56 2.201 0.129 1.835
H57 1.983 -1.597 1.546
H58 1.462 0.033 -3.405
H59 0.703 -1.507 -3.586
H60 1.776 -1.188 -2.184
H61 -0.936 -3.982 -1.344
H62 -1.232 -2.511 -2.383
H63 -2.318 -2.778 -1.136



Record 3
A 9-piece molecular cluster, C21H64BNO7 overall in a non-equilibrium geometry, computed with ωB97M-V/def2-TZVPD.

Calculated values
Multiplicity   1
Largest force on an atom   1.7 eV Å⁻¹
Orbital gap   8.98 eV
Energy   -39312.8447 eV
ΔE to the lowest compared entry with this formula, charge and spin   0.876 eV
LUMO energy   -0.1 eV

CARTESIAN COORDINATES (ANGSTROEM)
N1 1.839 -2.223 0.648
H1 2.606 -2.362 1.299
H2 2.206 -2.134 -0.320
H3 1.317 -1.367 0.890
H4 1.213 -3.050 0.643
B1 0.031 0.046 0.182
H5 -0.620 0.985 -0.125
H6 0.808 -0.150 -0.715
H7 0.558 0.231 1.244
H8 -0.674 -0.920 0.291
C1 -0.521 -5.964 -1.267
C2 -0.493 -4.518 -0.808
C3 -1.860 -3.893 -0.632
O1 0.226 -4.456 0.461
H9 -0.897 -6.042 -2.288
H10 -1.203 -6.531 -0.629
H11 0.486 -6.376 -1.227
H12 0.095 -3.885 -1.478
H13 -2.516 -4.519 -0.015
H14 -2.379 -3.852 -1.593
H15 -1.803 -2.898 -0.196
H16 -0.258 -5.025 1.070
C4 -1.635 -1.808 -4.262
C5 -0.869 -0.923 -3.301
C6 -0.294 0.348 -3.910
O2 -1.750 -0.572 -2.215
H17 -2.084 -2.623 -3.700
H18 -0.920 -2.243 -4.964
H19 -2.371 -1.200 -4.785
H20 -0.060 -1.493 -2.814
H21 -1.086 0.807 -4.508
H22 0.508 0.089 -4.610
H23 0.076 1.029 -3.149
H24 -1.166 -0.379 -1.466
C7 1.633 4.598 1.102
C8 1.691 3.453 0.108
C9 2.729 3.662 -0.973
O3 2.096 2.262 0.859
H25 1.203 5.472 0.607
H26 2.635 4.793 1.486
H27 1.029 4.342 1.970
H28 0.704 3.234 -0.302
H29 3.708 3.970 -0.603
H30 2.390 4.498 -1.597
H31 2.863 2.763 -1.573
H32 1.425 1.590 0.681
C10 3.656 -1.907 -4.160
C11 3.797 -1.537 -2.688
C12 3.319 -0.144 -2.341
O4 3.033 -2.452 -1.835
H33 3.901 -1.012 -4.727
H34 2.657 -2.276 -4.393
H35 4.349 -2.719 -4.388
H36 4.831 -1.685 -2.362
H37 3.127 -0.074 -1.268
H38 2.353 0.040 -2.818
H39 4.024 0.644 -2.593
H40 3.131 -3.328 -2.222
C13 -3.673 -0.988 1.813
C14 -2.767 -0.374 2.856
C15 -3.180 -0.739 4.262
O5 -1.448 -0.920 2.689
H41 -4.731 -0.805 2.017
H42 -3.556 -2.074 1.885
H43 -3.423 -0.689 0.795
H44 -2.658 0.711 2.750
H45 -3.269 -1.827 4.329
H46 -4.136 -0.289 4.531
H47 -2.418 -0.446 4.983
H48 -1.169 -0.770 1.769
C16 0.550 1.504 4.084
C17 1.669 2.330 4.712
C18 2.419 1.609 5.800
O6 2.591 2.752 3.690
H49 -0.309 1.489 4.762
H50 0.803 0.443 3.987
H51 0.238 1.877 3.109
H52 1.194 3.239 5.099
H53 1.699 1.113 6.468
H54 2.968 2.274 6.466
H55 3.041 0.793 5.432
H56 2.278 2.362 2.864
C19 -2.289 3.526 -1.747
C20 -2.860 3.450 -0.338
C21 -4.143 2.647 -0.286
O7 -1.875 2.955 0.560
H57 -3.042 3.974 -2.403
H58 -2.002 2.556 -2.165
H59 -1.392 4.147 -1.784
H60 -3.038 4.477 -0.005
H61 -3.904 1.600 -0.500
H62 -4.812 2.939 -1.098
H63 -4.624 2.720 0.686
H64 -1.530 2.118 0.204



Record 4
A 9-piece molecular cluster, C21H64N4O9 overall in a non-equilibrium geometry, computed with ωB97M-V/def2-TZVPD.

Calculated values
Multiplicity   1
Largest force on an atom   8.4 eV Å⁻¹
Orbital gap   9.09 eV
Energy   -47186.7823 eV
ΔE to the lowest compared entry with this formula, charge and spin   12.586 eV
LUMO energy   -0.1 eV
SMILES string   COC[C@H](C)N.COC[C@H](C)N.COC[C@H](C)N.COC[C@H](C)N.CO.CO.CO.CO.CO

CARTESIAN COORDINATES (ANGSTROEM)
C1 1.661 0.055 -4.449
O1 2.464 0.746 -5.377
C2 2.701 2.107 -5.094
C3 3.371 2.772 -6.364
C4 4.932 2.776 -6.133
N1 2.963 4.141 -6.275
H1 0.571 0.231 -4.464
H2 2.146 0.409 -3.554
H3 1.978 -0.896 -4.513
H4 1.655 2.638 -4.777
H5 3.170 2.129 -4.106
H6 3.041 2.211 -7.472
H7 5.323 3.212 -5.100
H8 5.168 3.264 -7.056
H9 5.101 1.776 -6.054
H10 1.877 4.189 -6.397
H11 3.450 4.625 -7.089
C5 2.608 -3.466 2.372
O2 1.284 -3.019 2.631
C6 0.482 -3.939 3.259
C7 -0.942 -3.571 3.192
C8 -1.079 -2.181 4.004
N2 -1.862 -4.447 3.836
H12 3.079 -2.683 1.859
H13 2.752 -4.347 1.717
H14 3.193 -3.525 3.299
H15 0.565 -4.893 2.649
H16 0.730 -3.973 4.382
H17 -1.405 -3.632 2.117
H18 -0.863 -2.186 5.063
H19 -2.159 -1.853 3.885
H20 -0.476 -1.437 3.429
H21 -2.782 -4.306 3.649
H22 -1.891 -5.352 3.408
C9 -3.327 5.223 6.073
O3 -2.983 4.464 4.928
C10 -1.661 4.188 4.669
C11 -1.366 2.944 3.817
C12 -1.958 1.671 4.408
N3 0.020 2.794 3.445
H23 -3.039 4.858 6.974
H24 -4.395 5.471 5.974
H25 -2.661 5.878 5.959
H26 -1.277 5.159 4.186
H27 -0.925 4.181 5.484
H28 -1.889 3.199 2.852
H29 -2.960 1.670 4.693
H30 -1.336 1.365 5.212
H31 -1.696 0.899 3.799
H32 0.547 3.600 2.928
H33 0.763 2.611 4.307
C13 -2.889 -0.024 -0.777
O4 -1.565 0.523 -0.784
C14 -0.726 0.225 0.417
C15 0.672 0.412 0.169
C16 1.279 -0.308 -1.052
N4 1.460 -0.007 1.372
H34 -3.306 0.342 0.252
H35 -2.842 -0.968 -0.672
H36 -3.473 0.327 -1.590
H37 -1.006 0.805 1.305
H38 -0.773 -0.861 0.825
H39 0.907 1.562 0.044
H40 1.281 -1.352 -0.957
H41 2.281 0.071 -1.217
H42 0.725 0.144 -1.807
H43 1.011 -0.820 1.442
H44 1.021 0.466 2.084
C17 0.584 -4.216 -0.527
O5 -0.275 -5.278 -0.824
H45 -0.008 -3.429 0.048
H46 1.222 -3.693 -1.347
H47 1.221 -4.434 0.492
H48 -0.729 -5.679 -0.118
C18 -0.419 3.509 -2.583
O6 -1.687 3.123 -2.061
H49 -0.251 2.946 -3.591
H50 0.576 3.524 -1.924
H51 -0.443 4.673 -2.782
H52 -1.449 2.218 -1.677
C19 -2.524 0.011 -4.268
O7 -1.853 -0.332 -5.458
H53 -2.021 0.555 -3.384
H54 -3.132 -0.907 -3.980
H55 -3.153 0.767 -4.443
H56 -1.560 -1.365 -5.662
C20 -4.901 -2.235 1.864
O8 -4.892 -3.339 2.699
H57 -4.293 -2.149 1.060
H58 -4.720 -1.256 2.498
H59 -5.972 -2.065 1.778
H60 -4.449 -4.062 2.095
C21 4.526 -2.239 -1.181
O9 5.625 -3.057 -1.485
H61 4.709 -1.424 -1.686
H62 4.631 -1.787 -0.140
H63 3.499 -2.656 -1.291
H64 5.421 -4.013 -1.359